(1)
C4H5NOS | wB97M-V/def2-TZVPD

XYZ file:
```
12
Properties=species:S:1:pos:R:3:nbo_charge:R:1
C -0.48 -0.64 0.32 -0.2919
C -1.43 0.44 0.18 -0.2926
C -0.80 1.48 -0.47 -0.0762
C 0.75 -0.15 -0.12 0.3794
H 0.28 -2.89 0.63 0.1387
H -2.48 0.37 0.43 0.2285
H -1.11 2.41 -0.93 0.2179
H 1.29 1.77 -0.78 0.4143
H 2.33 -0.91 0.59 0.4875
N 0.56 1.13 -0.57 -0.5306
O 1.95 -0.77 -0.31 -0.6770
S -0.86 -2.24 1.03 0.0021
```

E_tot: -683.579868 hartree
SMILES: Oc1[nH]ccc1S
energy relative to the best compared isomer or geometry (same formula, charge and spin): 17.6 kcal per mole
highest occupied orbital energy: -7.76 eV
multiplicity: 1

---

(2)
C4H5NOS2 | wB97M-V/def2-TZVPD

XYZ file:
```
13
Properties=species:S:1:pos:R:3:nbo_charge:R:1
C 2.40 -0.35 0.15 -0.7617
C -0.22 -0.17 -0.07 -0.0980
C -1.21 1.75 0.05 0.3173
C -1.52 -0.32 -0.02 0.0661
H 3.29 -0.88 0.02 0.2252
H 2.15 0.18 1.23 0.2229
H 2.33 0.66 -0.48 0.2568
H -1.36 2.74 0.39 0.2057
H -2.27 -2.21 -1.15 0.1185
N -0.08 1.19 -0.30 -0.4732
O -2.25 0.82 0.12 -0.4019
S 0.95 -1.46 -0.03 0.2929
S -2.21 -1.94 0.10 0.0294
```

E_tot: -1081.708554 hartree
SMILES: CSc1ncoc1S
energy relative to the best compared isomer or geometry (same formula, charge and spin): 53.2 kcal per mole
highest occupied orbital energy: -8.35 eV
multiplicity: 1

---

(3)
C4H5NOS2 | wB97M-V/def2-TZVPD

XYZ file:
```
13
Properties=species:S:1:pos:R:3:nbo_charge:R:1
C -1.39 0.32 0.01 0.0703
C -0.12 -0.05 -0.57 -0.3263
C 0.60 -1.16 0.16 -0.5307
C 1.93 -0.53 0.24 0.4528
H -0.63 2.11 0.54 0.4093
H -2.15 1.45 1.49 0.4134
H -0.25 -0.36 -1.59 0.2556
H 0.18 -1.57 1.01 0.2608
H 0.97 -2.08 -0.35 0.2636
N -1.39 1.31 0.91 -0.7613
O 3.01 -0.82 0.52 -0.5137
S -2.71 -0.62 -0.18 -0.1153
S 1.55 1.02 -0.49 0.1215
```

E_tot: -1081.736086 hartree
SMILES: NC(=S)[C@@H]1CC(=O)S1
energy relative to the best compared isomer or geometry (same formula, charge and spin): 35.9 kcal per mole
highest occupied orbital energy: -8.85 eV
multiplicity: 1

---

(4)
C4H5NOS2 | wB97M-V/def2-TZVPD

XYZ file:
```
13
Properties=species:S:1:pos:R:3:nbo_charge:R:1
C -1.83 -1.12 -0.91 0.3812
C -0.30 -1.03 -0.83 -0.6000
C 0.25 -0.31 0.55 0.1242
C 1.18 1.85 1.22 -0.1139
H -2.33 -0.62 0.10 0.2091
H 0.10 -2.06 -0.97 0.2852
H 0.07 -0.56 -1.81 0.2546
H 1.59 0.90 -0.76 0.4590
H 0.18 1.88 2.26 0.2598
N 1.05 0.76 0.24 -0.6812
O -2.27 -1.64 -2.24 -0.5490
S 0.00 -1.14 2.01 -0.0351
S 2.31 3.10 1.15 0.0063
```

E_tot: -1081.568412 hartree
energy relative to the best compared isomer or geometry (same formula, charge and spin): 141.1 kcal per mole
highest occupied orbital energy: -9.24 eV
multiplicity: 1

---

(5)
C4H5NP2 | wB97M-V/def2-TZVPD

XYZ file:
```
12
Properties=species:S:1:pos:R:3:nbo_charge:R:1
C -0.69 -0.45 0.33 0.0030
C -1.91 -0.27 0.37 -0.6325
C 1.53 -0.69 0.15 -0.2242
C 1.93 0.73 0.35 -0.7451
N -3.79 0.69 -1.09 -1.0704
P 1.81 -2.20 -0.41 0.5400
P -3.65 0.04 0.31 1.0414
H 2.75 1.01 -0.28 0.2453
H 1.06 1.39 0.38 0.2803
H 2.45 0.84 1.30 0.2464
H -4.66 1.14 -1.20 0.3573
H 3.16 -2.24 -0.22 -0.0413
```

E_tot: -892.620035 hartree
energy relative to the best compared isomer or geometry (same formula, charge and spin): 69.0 kcal per mole
highest occupied orbital energy: -9.00 eV
multiplicity: 1

---

(6)
C4H5NS | wB97M-V/def2-TZVPD

XYZ file:
```
11
Properties=species:S:1:pos:R:3:nbo_charge:R:1
C -0.05 -1.34 -0.02 -0.6037
C -0.15 0.19 0.16 -0.1045
C 0.95 0.85 -0.06 -0.3217
C 0.93 2.33 -0.05 0.2527
H -2.47 -1.47 0.28 0.1235
H 0.07 -1.74 0.98 0.2365
H 0.67 -1.54 -0.86 0.2537
H -1.11 0.76 0.39 0.2391
H 1.97 0.53 -0.13 0.2374
N 0.73 3.45 -0.07 -0.3146
S -1.53 -2.02 -0.61 0.0017
```

E_tot: -608.294910 hartree
SMILES: N#C/C=C/CS
energy relative to the best compared isomer or geometry (same formula, charge and spin): 35.0 kcal per mole
highest occupied orbital energy: -9.48 eV
multiplicity: 1

---

(7)
C4H5NS | wB97M-V/def2-TZVPD

XYZ file:
```
11
Properties=species:S:1:pos:R:3:nbo_charge:R:1
C -1.85 0.23 0.09 0.2734
C -0.42 0.29 0.46 -0.3381
C 0.59 1.16 -0.17 -0.5164
C 0.22 -1.07 0.03 -0.4935
H -0.37 0.47 1.58 0.2594
H 0.40 1.34 -1.21 0.2173
H 0.78 2.18 0.29 0.2349
H -0.11 -1.38 -0.99 0.2178
H 0.22 -1.92 0.63 0.2292
N -2.88 -0.20 -0.25 -0.3143
S 1.75 -0.19 -0.06 0.2302
```

E_tot: -608.304858 hartree
energy relative to the best compared isomer or geometry (same formula, charge and spin): 28.7 kcal per mole
highest occupied orbital energy: -9.13 eV
multiplicity: 1

---

(8)
C4H5NS | wB97M-V/def2-TZVPD

XYZ file:
```
11
Properties=species:S:1:pos:R:3:nbo_charge:R:1
C -1.72 0.51 0.42 -0.1376
C -0.51 0.55 -0.04 -0.0578
C 0.51 1.58 -0.85 0.0617
C -0.88 -0.73 0.63 -0.4175
N 1.72 0.99 -1.02 -0.7920
S 0.05 3.08 -1.23 -0.0601
H -2.58 0.98 0.70 0.2225
H -0.61 -0.97 1.62 0.1784
H -1.14 -1.60 0.12 0.1767
H 1.63 -0.07 -1.04 0.4039
H 2.56 1.43 -1.55 0.4219
```

E_tot: -608.237750 hartree
SMILES: NC(=S)C1=CC1
energy relative to the best compared isomer or geometry (same formula, charge and spin): 70.9 kcal per mole
highest occupied orbital energy: -8.58 eV
multiplicity: 1

---

(9)
C4H5NS | wB97M-V/def2-TZVPD

XYZ file:
```
11
Properties=species:S:1:pos:R:3:nbo_charge:R:1
C 1.45 -0.07 0.30 0.1925
C 2.57 -0.47 -0.20 -0.4624
C 0.34 0.50 0.63 -0.4123
C 0.14 1.76 -0.03 0.2681
N 0.00 2.81 -0.46 -0.3160
S -2.97 -0.70 0.13 -0.3130
H 2.45 -1.05 -1.07 0.2407
H 3.43 -0.30 0.36 0.2387
H -0.41 0.25 1.22 0.2487
H -2.72 -1.59 -0.92 0.1584
H -4.26 -1.15 0.04 0.1565
```

E_tot: -608.252913 hartree
SMILES: C=C=CC#N.S
energy relative to the best compared isomer or geometry (same formula, charge and spin): 61.3 kcal per mole
highest occupied orbital energy: -10.00 eV
multiplicity: 1

---

(10)
C4H5NS2 | wB97M-V/def2-TZVPD

XYZ file:
```
12
Properties=species:S:1:pos:R:3:nbo_charge:R:1
C -0.39 1.29 -1.33 -0.2562
C -0.05 0.19 -0.55 -0.1662
C -0.65 -1.09 0.00 -0.1906
C 0.50 -0.14 1.80 -0.0542
H -1.39 1.81 -1.38 0.2310
H 1.07 -0.03 -0.65 0.2209
H -1.58 -1.34 -0.35 0.2039
H -0.04 -2.06 0.02 0.2089
H 0.57 -1.43 2.29 0.2214
N -0.36 0.06 0.78 -0.4263
S 0.55 1.72 -2.62 0.0803
S 1.76 1.01 1.98 -0.0728
```

E_tot: -1006.373434 hartree
energy relative to the best compared isomer or geometry (same formula, charge and spin): 113.0 kcal per mole
highest occupied orbital energy: -8.93 eV
multiplicity: 1